This record from the Open Molecules 2025 dataset describes a structure of composition C5H6InLiO4. The level of theory is the ωB97M-V functional and the def2-TZVPD basis.

The spin multiplicity is 1. The value obtained for the gap between HOMO and LUMO (alpha / beta) is 6.968 / 3.652 eV. Its total charge is +2. As for the electronic energy: -691.86624 Eh. For the maximum force, the calculation gives 7.71 eV/Å. The HOMO energy (alpha / beta) comes out at -0.631 / -0.606 Ha.

Positions of all 17 atoms, in Å:
O (-1.67, 2.94, -0.32)
C (-1.60, 1.71, -0.59)
O (-2.59, 0.94, -0.54)
O (-0.40, 1.27, -0.99)
C (-0.22, -0.13, -1.21)
Li (-3.58, 2.57, -0.05)
H (0.56, -0.22, -1.98)
H (-1.10, -0.50, -1.76)
C (-0.15, -1.21, 0.10)
C (1.04, -0.49, 0.46)
H (-0.30, -2.19, -0.37)
H (-0.88, -1.22, 0.93)
In (3.12, -1.45, -0.07)
O (3.07, -0.84, 1.71)
C (1.75, -0.63, 1.66)
H (1.20, -1.11, 2.49)
H (1.73, 0.57, 0.52)

---

This record from the Open Molecules 2025 dataset describes a cluster of 3 separate species, C3H13NO3 in total. The level of theory is the ωB97M-V functional and the def2-TZVPD basis.

As for the relative energy (zero: lowest compared OMol25 entry of this formula, charge and spin): 20.46 kcal/mol. The spin multiplicity is 1. The value obtained for the gap between HOMO and LUMO is 10.186 eV. Its total charge is 0. As for the electronic energy: -402.54782 Eh. For the maximum force, the calculation gives 1.06 eV/Å. The HOMO energy comes out at -0.346 Ha. As for the SMILES: NCCCO.O.O.

Positions of all 20 atoms, in Å:
N (-1.51, -1.95, -0.13)
C (-0.58, -0.84, -0.14)
C (-0.17, -0.45, 1.30)
C (0.35, 0.97, 1.46)
O (1.68, 1.11, 0.97)
H (-1.10, -2.86, -0.03)
H (-2.18, -1.91, -0.88)
H (0.31, -1.02, -0.75)
H (-1.06, 0.02, -0.62)
H (0.58, -1.18, 1.57)
H (-1.06, -0.59, 1.88)
H (0.30, 1.29, 2.49)
H (-0.25, 1.65, 0.85)
H (2.22, 0.34, 1.14)
O (-4.84, -0.88, 0.55)
H (-3.88, -0.93, 0.67)
H (-5.15, -0.44, 1.35)
O (5.73, 2.63, -3.65)
H (4.78, 2.70, -3.48)
H (5.82, 2.33, -4.56)

---

This record from the Open Molecules 2025 dataset describes the molecule CH3NO2S2. The level of theory is the ωB97M-V functional and the def2-TZVPD basis.

As for the relative energy (zero: lowest compared OMol25 entry of this formula, charge and spin): 93.01 kcal/mol. The spin multiplicity is 1. The value obtained for the gap between HOMO and LUMO is 8.888 eV. Its total charge is 0. As for the electronic energy: -1041.34308 Eh. For the maximum force, the calculation gives 4.32 eV/Å. The HOMO energy comes out at -0.351 Ha. As for the SMILES: ON(O)C(=S)S.

Positions of all 9 atoms, in Å:
O (-1.11, -1.58, 0.42)
N (-0.80, -0.22, 0.50)
O (-1.48, 0.61, -0.40)
C (0.84, 0.06, 0.04)
S (1.77, -1.17, -0.51)
S (1.10, 1.77, 0.24)
H (-0.39, -2.06, -0.25)
H (-2.12, 1.01, 0.28)
H (2.20, 1.59, -0.31)

---

This record from the Open Molecules 2025 dataset describes a cluster of 2 separate species, C5H14 in total. The level of theory is the ωB97M-V functional and the def2-TZVPD basis.

As for the relative energy (zero: lowest compared OMol25 entry of this formula, charge and spin): 24.99 kcal/mol. The spin multiplicity is 1. The value obtained for the gap between HOMO and LUMO is 12.250 eV. Its total charge is 0. As for the electronic energy: -198.84933 Eh. For the maximum force, the calculation gives 2.61 eV/Å. The HOMO energy comes out at -0.408 Ha. As for the SMILES: CCC.CC.

Positions of all 19 atoms, in Å:
C (-1.26, 2.45, -1.21)
C (-0.06, 1.55, -0.92)
C (-0.23, 0.81, 0.44)
H (-1.66, 2.18, -2.20)
H (-1.07, 3.49, -1.43)
H (-2.07, 2.42, -0.48)
H (0.12, 0.84, -1.72)
H (0.79, 2.22, -0.71)
H (-0.65, 1.46, 1.22)
H (-0.94, 0.00, 0.40)
H (0.77, 0.64, 0.82)
C (0.14, -2.26, 1.20)
C (1.39, -2.18, 0.24)
H (0.18, -1.41, 1.87)
H (-0.81, -2.31, 0.65)
H (0.12, -3.26, 1.59)
H (2.20, -2.87, 0.56)
H (1.23, -2.57, -0.76)
H (1.79, -1.20, 0.43)

---

This record from the Open Molecules 2025 dataset describes a cluster of 7 separate species, C41H44I2N7O in total. The level of theory is the ωB97M-V functional and the def2-TZVPD basis.

The spin multiplicity is 1. The value obtained for the gap between HOMO and LUMO is 6.528 eV. Its total charge is +1. As for the electronic energy: -2642.26234 Eh. For the maximum force, the calculation gives 3.03 eV/Å. The HOMO energy comes out at -0.404 Ha.

Positions of all 95 atoms, in Å:
C (7.25, 4.53, 0.53)
C (6.52, 5.39, -0.62)
C (5.07, 4.80, -0.80)
O (4.06, 5.84, -1.08)
C (2.96, 5.49, -0.31)
C (2.27, 4.23, -0.67)
C (1.10, 3.72, 0.10)
C (0.35, 2.42, -0.26)
I (-1.77, 2.66, -0.67)
C (0.94, 1.18, -0.31)
C (0.23, -0.17, -0.65)
I (3.06, 1.00, 0.16)
C (0.66, 4.60, 1.26)
C (1.40, 5.85, 1.53)
N (2.50, 6.25, 0.75)
H (6.78, 4.84, 1.51)
H (6.97, 3.46, 0.33)
H (8.36, 4.69, 0.50)
H (6.40, 6.48, -0.30)
H (7.18, 5.30, -1.53)
H (5.08, 4.00, -1.60)
H (4.83, 4.25, 0.17)
H (2.62, 3.60, -1.53)
H (-0.86, -0.08, -0.90)
H (0.41, -0.88, 0.23)
H (0.76, -0.66, -1.52)
H (-0.20, 4.32, 1.92)
H (1.10, 6.54, 2.36)
H (3.01, 7.13, 0.93)
N (1.56, -2.09, 2.83)
C (2.66, -1.69, 2.19)
C (3.91, -2.25, 2.37)
C (4.03, -3.30, 3.28)
C (2.90, -3.73, 3.96)
C (1.70, -3.10, 3.70)
H (2.52, -0.86, 1.49)
H (4.77, -1.89, 1.82)
H (4.99, -3.77, 3.45)
H (2.96, -4.54, 4.67)
H (0.79, -3.40, 4.20)
N (0.59, -3.80, -1.73)
C (-0.34, -4.47, -2.42)
C (-1.27, -5.33, -1.83)
C (-1.21, -5.51, -0.46)
C (-0.25, -4.83, 0.27)
C (0.62, -3.99, -0.40)
H (-0.34, -4.30, -3.49)
H (-2.00, -5.84, -2.44)
H (-1.92, -6.17, 0.03)
H (-0.18, -4.95, 1.35)
H (1.39, -3.44, 0.13)
N (-0.82, -4.85, -5.99)
C (-0.43, -5.62, -7.01)
C (-0.15, -5.14, -8.28)
C (-0.29, -3.78, -8.51)
C (-0.69, -2.95, -7.47)
C (-0.94, -3.54, -6.23)
H (-0.34, -6.68, -6.79)
H (0.16, -5.81, -9.07)
H (-0.09, -3.36, -9.49)
H (-0.81, -1.89, -7.61)
H (-1.25, -2.93, -5.39)
N (-1.43, -3.38, 5.46)
C (-1.91, -4.12, 6.47)
C (-3.24, -4.47, 6.60)
C (-4.14, -4.04, 5.63)
C (-3.66, -3.27, 4.58)
C (-2.31, -2.98, 4.54)
H (-1.17, -4.43, 7.20)
H (-3.57, -5.07, 7.44)
H (-5.19, -4.29, 5.70)
H (-4.33, -2.92, 3.81)
H (-1.89, -2.38, 3.73)
N (-4.19, 4.16, -6.35)
C (-4.26, 3.58, -5.14)
C (-3.19, 3.50, -4.26)
C (-1.98, 4.04, -4.65)
C (-1.88, 4.64, -5.89)
C (-3.00, 4.68, -6.70)
H (-5.23, 3.16, -4.89)
H (-3.30, 3.02, -3.30)
H (-1.12, 4.00, -3.99)
H (-0.94, 5.08, -6.23)
H (-2.98, 5.14, -7.68)
N (-4.58, 0.77, 6.64)
C (-4.18, 0.00, 5.62)
C (-3.86, 0.49, 4.36)
C (-3.95, 1.85, 4.15)
C (-4.35, 2.68, 5.18)
C (-4.65, 2.09, 6.40)
H (-4.13, -1.06, 5.84)
H (-3.54, -0.19, 3.58)
H (-3.70, 2.27, 3.18)
H (-4.44, 3.75, 5.05)
H (-4.97, 2.69, 7.25)

---

This record from the Open Molecules 2025 dataset describes a structure of composition C22H21Cl36N2O4P. The level of theory is the ωB97M-V functional and the def2-TZVPD basis.

The spin multiplicity is 1. The value obtained for the gap between HOMO and LUMO is 9.732 eV. Its total charge is 0. As for the electronic energy: -18169.29957 Eh. For the maximum force, the calculation gives 7.00 eV/Å. The HOMO energy comes out at -0.370 Ha.

Positions of all 86 atoms, in Å:
C (-1.33, -0.51, 0.63)
C (-0.19, -0.90, 1.47)
C (1.11, -1.72, 0.92)
C (0.75, -2.57, -0.39)
N (0.45, -3.05, -1.46)
O (2.30, -0.90, 0.83)
C (2.41, -0.14, -0.40)
C (3.51, -0.83, -1.36)
C (4.96, -0.66, -0.67)
C (3.45, -0.35, -2.90)
C (4.59, -1.15, -3.76)
C (2.03, -0.82, -3.57)
C (1.43, -2.83, 2.09)
C (2.50, -2.29, 3.18)
C (2.20, -4.03, 1.30)
N (2.79, -4.86, 0.65)
P (-0.12, -3.61, 2.84)
O (0.29, -5.03, 3.35)
O (-0.62, -2.68, 4.19)
O (-1.37, -3.85, 1.69)
H (-2.33, -0.20, 1.10)
H (-1.32, -0.55, -0.52)
H (-0.22, -0.64, 2.58)
H (1.42, 0.10, -0.92)
H (2.87, 0.89, -0.10)
H (3.30, -1.98, -1.37)
H (5.54, 0.27, -1.00)
H (5.56, -1.64, -0.83)
H (4.83, -0.59, 0.48)
H (3.56, 0.79, -2.95)
H (5.63, -1.08, -3.29)
H (4.69, -0.71, -4.83)
H (4.24, -2.24, -3.85)
H (1.13, -0.59, -2.91)
H (2.10, -1.97, -3.65)
H (1.88, -0.38, -4.62)
H (2.64, -3.07, 4.02)
H (2.26, -1.23, 3.56)
H (3.54, -2.21, 2.67)
H (0.01, -2.80, 4.93)
H (-1.45, -4.85, 1.63)
C (-2.11, 2.10, 3.45)
Cl (-3.81, 1.56, 3.43)
Cl (-1.47, 1.99, 5.10)
Cl (-1.15, 1.06, 2.36)
Cl (-2.02, 3.79, 2.89)
C (-1.10, 1.56, 9.41)
Cl (-2.12, 2.97, 9.79)
Cl (-0.24, 1.86, 7.88)
Cl (0.08, 1.32, 10.71)
Cl (-2.12, 0.12, 9.25)
C (-2.26, 1.03, -3.35)
Cl (-4.04, 1.00, -3.24)
Cl (-1.78, 1.89, -4.84)
Cl (-1.60, 1.87, -1.94)
Cl (-1.64, -0.63, -3.39)
C (0.21, -4.60, -5.56)
Cl (-0.81, -6.05, -5.46)
Cl (1.73, -5.00, -6.39)
Cl (-0.64, -3.33, -6.48)
Cl (0.57, -4.00, -3.93)
C (4.07, -7.57, -3.70)
Cl (3.02, -6.14, -3.71)
Cl (3.12, -9.01, -4.11)
Cl (5.37, -7.36, -4.90)
Cl (4.79, -7.76, -2.08)
C (-5.50, 5.78, 4.84)
Cl (-6.67, 5.66, 6.17)
Cl (-4.74, 4.19, 4.58)
Cl (-6.33, 6.29, 3.36)
Cl (-4.25, 6.97, 5.26)
C (-4.02, 5.54, -5.94)
Cl (-3.48, 6.97, -5.04)
Cl (-5.55, 5.91, -6.79)
Cl (-2.78, 5.08, -7.13)
Cl (-4.28, 4.19, -4.81)
C (2.18, 4.31, 3.64)
Cl (1.13, 5.74, 3.65)
Cl (1.23, 2.88, 3.21)
Cl (3.47, 4.54, 2.43)
Cl (2.91, 4.09, 5.24)
C (-7.66, 5.32, -2.50)
Cl (-8.70, 6.71, -2.12)
Cl (-6.80, 5.62, -4.03)
Cl (-6.48, 5.09, -1.19)
Cl (-8.67, 3.86, -2.66)